No. 1
Here is a cluster of 10 separate species, C42H62N10O14 in total from the Open Molecules 2025 dataset. Energies are from ωB97M-V/def2-TZVPD.

Calculated values
HOMO-LUMO gap: 7.52 eV
Spin multiplicity: 1
Calculated total energy: -88112.6345 eV
SMILES string: O=[N+]([O-])c1ccccc1.O=[N+]([O-])c1ccccc1.O=[N+]([O-])c1ccccc1.O=[N+]([O-])c1ccccc1.CN(C)C=O.CN(C)C=O.CN(C)C=O.CN(C)C=O.CN(C)C=O.CN(C)C=O
Relative energy (zero: lowest compared OMol25 entry of this formula, charge and spin): 51.32 kJ/mol

Cartesian coordinates (Å):
C (0.950, -1.492, 5.859)
O (0.807, -2.304, 6.757)
N (1.365, -0.217, 6.011)
C (1.737, 0.531, 4.826)
C (1.683, 0.265, 7.335)
H (0.796, -1.822, 4.820)
H (0.967, 1.272, 4.583)
H (1.976, -0.092, 3.971)
H (2.584, 1.212, 4.949)
H (1.034, -0.276, 8.021)
H (2.716, 0.167, 7.674)
H (1.420, 1.324, 7.398)
C (-0.308, -0.234, 1.880)
O (-1.249, 0.039, 2.599)
N (-0.289, -0.208, 0.535)
C (0.864, -0.544, -0.231)
C (-1.521, 0.056, -0.175)
H (0.712, -0.440, 2.237)
H (0.931, -1.576, -0.598)
H (1.733, -0.185, 0.323)
H (0.936, -0.071, -1.218)
H (-1.254, 0.695, -1.019)
H (-2.202, -0.754, -0.409)
H (-2.173, 0.706, 0.419)
C (-3.882, 3.326, 1.827)
O (-5.076, 3.503, 1.823)
N (-3.043, 3.434, 0.775)
C (-1.595, 3.519, 0.801)
C (-3.583, 3.539, -0.573)
H (-3.296, 3.270, 2.759)
H (-1.171, 2.572, 0.445)
H (-1.160, 3.692, 1.781)
H (-1.319, 4.205, 0.000)
H (-4.652, 3.563, -0.766)
H (-3.150, 4.363, -1.143)
H (-3.287, 2.605, -1.074)
C (3.770, -3.226, 2.890)
O (2.558, -3.388, 2.916)
N (4.414, -2.646, 1.863)
C (5.835, -2.337, 1.917)
C (3.821, -2.540, 0.525)
H (4.483, -3.559, 3.666)
H (6.088, -2.238, 2.975)
H (5.990, -1.375, 1.432)
H (6.519, -3.099, 1.534)
H (4.056, -1.569, 0.093)
H (4.072, -3.446, -0.020)
H (2.736, -2.474, 0.595)
C (2.064, 3.040, 1.486)
O (2.431, 1.912, 1.772)
N (2.781, 3.941, 0.789)
C (2.117, 5.109, 0.234)
C (4.176, 3.750, 0.420)
H (1.017, 3.294, 1.704)
H (2.260, 5.124, -0.850)
H (2.453, 6.055, 0.659)
H (1.041, 4.995, 0.360)
H (4.411, 4.079, -0.590)
H (4.636, 4.514, 1.067)
H (4.635, 2.818, 0.726)
C (-5.089, 0.806, 4.171)
O (-5.914, 1.664, 4.380)
N (-5.231, -0.496, 4.577)
C (-6.456, -0.952, 5.184)
C (-4.201, -1.473, 4.299)
H (-4.161, 0.976, 3.598)
H (-6.962, -1.610, 4.472)
H (-7.116, -0.204, 5.610)
H (-6.166, -1.510, 6.084)
H (-3.662, -1.293, 3.368)
H (-3.422, -1.588, 5.054)
H (-4.680, -2.444, 4.153)
C (-0.017, -4.560, -1.632)
C (0.705, -4.355, -0.466)
C (1.504, -5.333, 0.034)
C (1.721, -6.513, -0.640)
C (0.852, -6.848, -1.685)
C (0.012, -5.848, -2.200)
N (2.581, -7.561, -0.021)
O (2.406, -8.707, -0.398)
O (3.381, -7.190, 0.815)
H (-0.525, -3.725, -2.093)
H (0.620, -3.463, 0.141)
H (1.996, -5.189, 0.990)
H (0.884, -7.850, -2.086)
H (-0.483, -6.027, -3.144)
C (-5.988, -0.028, 0.399)
C (-5.062, -0.994, 0.791)
C (-4.325, -1.636, -0.205)
C (-4.484, -1.241, -1.515)
C (-5.417, -0.255, -1.882)
C (-6.177, 0.351, -0.922)
N (-3.651, -2.027, -2.474)
O (-2.963, -2.911, -2.014)
O (-3.624, -1.634, -3.625)
H (-6.494, 0.468, 1.222)
H (-5.066, -1.205, 1.849)
H (-3.681, -2.444, 0.109)
H (-5.411, -0.046, -2.945)
H (-6.859, 1.140, -1.205)
C (3.327, 4.875, -4.803)
C (2.300, 4.026, -4.423)
C (2.574, 2.909, -3.643)
C (3.879, 2.600, -3.292)
C (4.885, 3.542, -3.514)
C (4.619, 4.647, -4.330)
N (4.170, 1.428, -2.441)
O (5.289, 1.367, -1.965)
O (3.393, 0.508, -2.413)
H (3.151, 5.633, -5.554)
H (1.303, 4.097, -4.836)
H (1.764, 2.210, -3.488)
H (5.902, 3.399, -3.180)
H (5.527, 5.163, -4.609)
C (1.002, -0.498, -7.632)
C (1.458, -0.241, -6.355)
C (0.551, 0.293, -5.434)
C (-0.758, 0.534, -5.800)
C (-1.177, 0.226, -7.066)
C (-0.318, -0.242, -8.043)
N (-1.695, 1.047, -4.783)
O (-1.305, 1.193, -3.645)
O (-2.830, 1.350, -5.098)
H (1.763, -0.860, -8.315)
H (2.488, -0.247, -6.030)
H (0.821, 0.517, -4.409)
H (-2.218, 0.345, -7.353)
H (-0.607, -0.442, -9.061)

No. 2
Here is a cluster of 2 separate species, C2H11N2 in total from the Open Molecules 2025 dataset. Energies are from ωB97M-V/def2-TZVPD.

Calculated values
HOMO-LUMO gap: 11.83 eV
Spin multiplicity: 1
Calculated total energy: -5225.6914 eV
Net charge: +1
Relative energy (zero: lowest compared OMol25 entry of this formula, charge and spin): 120.98 kJ/mol

Cartesian coordinates (Å):
N (-0.091, -0.555, 2.163)
H (0.186, -1.530, 1.915)
H (-0.265, 0.340, 0.606)
H (-1.012, -0.537, 2.642)
H (0.580, 0.003, 2.631)
C (1.210, 0.833, -0.788)
N (-0.208, 0.587, -0.480)
C (-0.982, -0.589, -1.225)
H (1.907, 0.059, -0.322)
H (1.345, 0.701, -1.916)
H (1.608, 1.718, -0.332)
H (-0.704, 1.596, -0.698)
H (-0.691, -0.769, -2.243)
H (-2.060, -0.357, -1.296)
H (-0.825, -1.498, -0.655)

No. 3
Here is an isolated molecule of C5H11NO from the Open Molecules 2025 dataset. Energies are from ωB97M-V/def2-TZVPD.

Calculated values
HOMO-LUMO gap: 10.42 eV
Spin multiplicity: 1
Calculated total energy: -8900.7763 eV
SMILES string: CNC(=O)C(C)C
Relative energy (zero: lowest compared OMol25 entry of this formula, charge and spin): 88.87 kJ/mol

Cartesian coordinates (Å):
C (-1.602, 0.719, -1.403)
N (-1.325, -0.687, -1.059)
C (-0.365, -1.092, -0.172)
C (0.347, 0.068, 0.504)
C (0.700, -0.420, 1.939)
C (1.686, 0.564, -0.200)
O (-0.199, -2.270, 0.067)
H (-2.294, 1.151, -0.680)
H (-2.202, 0.735, -2.322)
H (-0.733, 1.452, -1.464)
H (-2.014, -1.312, -1.434)
H (-0.224, 0.958, 0.690)
H (1.369, -1.288, 1.848)
H (1.082, 0.309, 2.616)
H (-0.298, -0.789, 2.262)
H (2.507, 0.754, 0.508)
H (1.474, 1.380, -0.867)
H (2.093, -0.231, -0.833)